Entry 1:
The following is a quantum chemistry calculation of a cluster of 3 separate species, C4H16NO2 in total at a distorted geometry, from OMol25.

## Properties
**Net charge**: +1
**Energy relative to the best compared isomer or geometry (same formula, charge and spin)**: 49.1 kcal/mol

CARTESIAN COORDINATES (ANGSTROEM)
C 2.37 1.35 -2.22
C 1.13 1.04 -1.26
N 0.98 -0.40 -0.80
C -0.13 -1.13 -1.56
C -1.56 -0.90 -1.00
H 3.38 1.62 -1.81
H 2.13 2.13 -2.94
H 2.47 0.35 -2.73
H 1.18 1.75 -0.35
H 0.29 1.37 -1.79
H 0.83 -0.40 0.30
H 1.90 -0.81 -1.04
H -0.01 -2.24 -1.46
H -0.21 -0.81 -2.61
H -2.07 -1.72 -0.73
H -1.43 -0.26 -0.02
H -2.24 -0.31 -1.61
H -2.85 0.86 5.08
H -2.14 -0.34 5.74
O -2.20 0.22 4.95
H -0.65 -1.17 2.67
H -0.63 0.16 2.96
O -0.53 -0.36 2.21

Mulliken atomic charge list, values in e, 4 entries: number 1, C, carries -0.97; number 2, C, carries -0.40; number 3, N, carries -0.10; number 4, C, carries -0.47

=====

Entry 2:
The following is a quantum chemistry calculation of a cluster of 11 separate species, C28H76N2O11 in total at a distorted geometry, from OMol25.

## Properties
**SMILES string**: CC1(C)CCCC(C)(C)N1O.CC1(C)CCCC(C)(C)N1O.CCO.CCO.CCO.CCO.CCO.O.O.O.O

CARTESIAN COORDINATES (ANGSTROEM)
C -21.50 8.12 -20.60
C -20.24 7.32 -20.08
O -19.06 8.12 -20.01
H -21.28 8.21 -21.67
H -21.55 9.12 -20.19
H -22.38 7.51 -20.37
H -19.98 6.53 -20.80
H -20.32 6.88 -19.09
H -18.45 7.46 -19.68
C -32.28 2.92 -14.56
C -32.37 3.91 -13.42
O -32.60 5.23 -13.92
H -32.68 1.95 -14.27
H -31.32 2.79 -15.07
H -32.96 3.29 -15.33
H -31.42 3.87 -12.87
H -33.02 3.49 -12.66
H -31.83 5.60 -14.37
C -25.10 -6.31 -12.48
C -24.26 -4.99 -12.41
O -23.81 -4.61 -11.12
H -25.55 -6.25 -13.47
H -25.83 -6.46 -11.69
H -24.40 -7.13 -12.34
H -24.71 -4.06 -12.78
H -23.43 -5.12 -13.11
H -23.74 -5.42 -10.60
C -25.45 9.89 -15.04
C -26.92 9.52 -14.57
O -27.39 8.44 -15.32
H -25.43 10.46 -15.96
H -24.84 8.99 -14.97
H -24.99 10.56 -14.31
H -27.38 10.49 -14.70
H -26.81 9.15 -13.55
H -26.71 7.77 -15.19
C -15.72 -2.66 -26.99
C -14.88 -3.60 -27.77
O -14.79 -4.89 -27.05
H -15.17 -2.23 -26.16
H -16.58 -3.19 -26.60
H -16.20 -1.88 -27.56
H -13.91 -3.23 -28.10
H -15.27 -3.76 -28.78
H -14.54 -5.64 -27.60
O -22.14 -5.98 -27.03
H -21.72 -6.25 -26.22
H -21.46 -6.06 -27.70
O -25.01 3.28 -15.05
H -24.46 2.65 -14.58
H -24.90 3.04 -15.97
O -23.15 -0.66 -30.22
H -23.95 -0.22 -30.51
H -23.45 -1.41 -29.72
O -29.89 -8.98 -22.99
H -30.39 -9.71 -23.34
H -29.10 -8.94 -23.53
C -26.52 1.71 -23.46
C -27.05 1.41 -22.02
C -28.32 0.47 -22.23
C -27.91 -0.98 -22.49
C -26.93 -1.57 -21.45
C -25.66 -0.67 -21.25
N -26.07 0.77 -21.09
O -24.88 1.49 -21.00
C -24.93 -1.11 -19.96
C -24.80 -1.02 -22.52
C -27.64 2.68 -21.37
H -26.20 0.85 -24.05
H -25.64 2.33 -23.34
H -27.38 2.15 -23.98
H -28.88 0.40 -21.29
H -29.00 0.84 -23.00
H -27.54 -1.05 -23.51
H -28.87 -1.51 -22.45
H -26.70 -2.58 -21.78
H -27.47 -1.65 -20.50
H -25.41 -0.71 -19.08
H -24.97 -2.16 -19.66
H -23.90 -0.77 -20.07
H -23.84 -0.50 -22.61
H -24.43 -2.04 -22.55
H -25.43 -0.92 -23.41
H -28.35 3.19 -22.03
H -26.91 3.47 -21.19
H -28.25 2.49 -20.49
H -24.46 1.36 -21.85
C -34.25 7.57 -25.63
C -35.19 8.52 -24.87
C -35.93 9.09 -26.08
C -37.26 9.82 -25.65
C -38.17 8.80 -24.97
C -37.55 7.93 -23.80
N -36.16 7.57 -24.13
O -35.61 6.75 -23.08
C -37.67 8.80 -22.49
C -38.50 6.73 -23.62
C -34.49 9.65 -24.08
H -34.66 6.77 -26.25
H -33.47 7.10 -25.02
H -33.61 8.07 -26.36
H -35.30 9.83 -26.56
H -36.11 8.41 -26.92
H -37.77 9.99 -26.59
H -37.25 10.68 -24.98
H -38.52 8.21 -25.82
H -39.07 9.32 -24.67
H -37.93 8.15 -21.65
H -36.74 9.30 -22.22
H -38.37 9.64 -22.41
H -39.50 7.15 -23.70
H -38.50 5.91 -24.34
H -38.48 6.22 -22.66
H -33.91 9.45 -23.18
H -35.24 10.31 -23.64
H -33.81 10.19 -24.74
H -35.03 7.38 -22.65

Mulliken atomic charge list, values in e, 4 entries: number 1, C, carries -0.90; number 2, C, carries -0.28; number 3, O, carries -0.52; number 4, H, carries 0.25

=====

Entry 3:
The following is a quantum chemistry calculation of a cluster of 2 separate species, C5H14 in total at a distorted geometry, from OMol25.

## Properties
**SMILES string**: CCC.CC
**Energy relative to the best compared isomer or geometry (same formula, charge and spin)**: 42.3 kcal/mol

CARTESIAN COORDINATES (ANGSTROEM)
C -1.32 0.20 0.17
C -1.03 -1.26 -0.42
C -2.82 0.39 -0.18
H -1.07 0.25 1.15
H -0.85 1.06 -0.23
H -1.96 -1.92 -0.35
H -3.45 1.03 0.44
H -0.19 -1.78 0.15
H -0.69 -1.19 -1.44
H -2.95 0.76 -1.20
H -3.46 -0.54 0.11
C 1.78 0.20 0.57
C 3.08 0.55 -0.09
H 0.94 0.02 -0.15
H 1.86 -0.78 1.04
H 1.69 0.98 1.27
H 3.23 0.73 -1.25
H 3.79 -0.26 0.09
H 3.42 1.58 0.32

Mulliken atomic charge list, values in e, 4 entries: number 1, C, carries -0.38; number 2, C, carries -1.03; number 3, C, carries -1.26; number 4, H, carries 0.43

=====

Entry 4:
The following is a quantum chemistry calculation of a cluster of 2 separate species, C4H15N2O in total at a distorted geometry, from OMol25.

## Properties
**Net charge**: +1
**Energy relative to the best compared isomer or geometry (same formula, charge and spin)**: 26.9 kcal/mol

CARTESIAN COORDINATES (ANGSTROEM)
C 0.75 -0.61 -0.32
C -0.22 0.17 -1.16
C -0.80 1.40 -0.48
C 0.18 2.34 0.32
N 1.50 2.36 -0.45
N 0.12 -1.26 0.90
H 1.64 -0.03 -0.06
H 1.12 -1.47 -0.87
H 0.24 0.29 -2.16
H -1.05 -0.49 -1.50
H -1.53 1.13 0.28
H -1.33 2.03 -1.21
H -0.12 3.38 0.35
H 0.43 1.94 1.30
H 1.62 3.34 -0.68
H 2.27 2.14 0.18
H -0.19 -0.56 1.57
H -0.58 -1.94 0.58
H 0.83 -1.86 1.33
H -1.58 -4.39 -0.04
H -1.77 -4.19 1.46
O -1.53 -3.72 0.65

Mulliken atomic charge list, values in e, 4 entries: number 1, C, carries -0.80; number 2, C, carries -0.43; number 3, C, carries -0.75; number 4, C, carries -0.53

=====

Entry 5:
The following is a quantum chemistry calculation of a cluster of 3 separate species, CH7NO3 in total at a distorted geometry, from OMol25.

## Properties
**SMILES string**: NC=O.O.O
**Energy relative to the best compared isomer or geometry (same formula, charge and spin)**: 13.0 kcal/mol

CARTESIAN COORDINATES (ANGSTROEM)
C -0.91 0.43 1.34
N -0.38 1.58 1.95
O -0.51 -0.72 1.68
H -1.34 0.66 0.32
H -0.34 2.47 1.43
H 0.20 1.31 2.75
H -0.06 -2.01 -0.75
H 1.28 -2.63 -1.06
O 0.63 -2.04 -1.43
H 0.47 -0.42 -1.93
H 0.87 0.89 -2.38
O 0.09 0.49 -1.92

Mulliken atomic charge list, values in e, 4 entries: number 1, C, carries 0.27; number 2, N, carries -0.41; number 3, O, carries -0.56; number 4, H, carries 0.22

=====

Entry 6:
The following is a quantum chemistry calculation of an isolated molecule of CH2N4O at a distorted geometry, from OMol25.

## Properties
**SMILES string**: [H]/N=c1\[nH]nno1
**Energy relative to the best compared isomer or geometry (same formula, charge and spin)**: 61.3 kcal/mol

CARTESIAN COORDINATES (ANGSTROEM)
C -0.51 -0.15 0.10
H -2.02 -0.73 -1.07
H 1.19 -0.64 -1.38
N -1.61 -0.54 -0.17
N 0.72 0.07 -0.56
N 1.50 0.79 0.30
N 1.05 0.85 1.43
O -0.31 0.35 1.35

Mulliken atomic charge list, values in e, 4 entries: number 1, C, carries 0.36; number 2, H, carries 0.24; number 3, H, carries 0.35; number 4, N, carries -0.47

=====

The following HOMO level values (in Ha) correspond, in order, to the records above: -0.5297 -0.2979 -0.4028 -0.4733 -0.3689 -0.3655.
The following frontier orbital gap values (in eV) correspond, in order, to the records above: 11.69 8.54 12.06 9.60 10.85 10.16.
The following calculated total energy values (in eV) correspond, in order, to the records above: -9985.252 -55763.060 -5410.214 -9412.497 -8782.965 -9073.639.